No. 1
A molecular structure, C24H33ClIrN6O3STe, computed with ωB97M-V/def2-TZVPD.

Summary:
HOMO energy (spin up / spin down)	-12.825 / -12.825	eV
multiplicity	2
net charge	+2
Kohn-Sham gap (spin up / spin down)	7.64 / 5.38	eV

Element x y z (Å)
Ir  0.18826  0.43299  -0.19929
N  2.63962  0.38707  3.37639
C  1.75262  0.26032  2.38180
S  2.04481  1.23358  0.94348
N  0.75325  -0.56363  2.54962
N  -0.10168  -0.64166  1.47678
C  -1.15991  -1.34788  1.66004
C  -2.20513  -1.66259  0.68807
C  -3.29436  -2.40083  1.18554
C  -4.30852  -2.86805  0.37471
C  -4.23276  -2.63226  -0.99681
C  -3.17899  -1.90270  -1.52296
C  -2.15786  -1.37532  -0.70270
O  -1.19315  -0.69693  -1.28746
H  3.42537  1.00634  3.29471
H  2.52616  -0.15855  4.21406
H  -1.25874  -1.78741  2.64983
H  -3.32128  -2.62281  2.24669
H  -5.12407  -3.44023  0.79332
H  -4.98917  -3.03566  -1.65924
H  -3.07234  -1.77334  -2.59713
N  -4.31120  1.51384  -1.82935
C  -2.89691  1.85206  -1.40367
C  -2.90650  2.91623  -0.33395
C  -1.47092  3.22407  0.07597
N  -0.77176  2.10327  0.76963
C  -0.63146  3.66096  -1.12998
C  -0.63005  2.65644  -2.28692
N  0.28895  1.51012  -2.02087
C  -2.07368  2.24056  -2.62272
H  -4.94660  1.53055  -1.02843
H  -4.33559  0.55327  -2.19453
H  -4.67423  2.16170  -2.53261
H  -2.51067  0.94107  -0.97759
H  -3.48250  2.58748  0.53722
H  -3.35943  3.84333  -0.69816
H  -1.50642  4.05407  0.78378
H  -1.23026  1.84789  1.64472
H  0.11903  2.50874  1.07867
H  0.39223  3.87834  -0.81482
H  -1.04227  4.60206  -1.50112
H  -0.25017  3.15472  -3.18070
H  1.25266  1.80294  -2.15977
H  0.14138  0.77644  -2.71644
H  -2.07876  1.44361  -3.37030
H  -2.53662  3.12175  -3.08210
Cl  3.42575  -1.68813  -3.38614
C  3.67241  -1.59601  -1.62129
C  2.34095  -1.63324  -0.89944
O  2.15144  -2.51764  -0.05988
O  1.55478  -0.67918  -1.26059
H  4.17127  -0.65428  -1.40467
H  4.28589  -2.43505  -1.31519
C  0.61375  -4.66379  1.54179
Te  0.11169  -4.21459  -0.46551
C  -1.07615  -5.97588  -0.29122
C  -0.35590  -6.81479  0.73890
C  -0.47917  -8.19694  0.78440
C  0.18500  -8.91816  1.76520
C  0.97762  -8.26223  2.69719
C  1.11883  -6.88389  2.64366
C  0.45477  -6.15933  1.66220
H  -0.07776  -4.10628  2.17440
H  1.62282  -4.29417  1.71384
H  -1.19502  -6.46892  -1.25382
H  -2.06067  -5.64719  0.05651
H  -1.09070  -8.71062  0.05307
H  0.09331  -9.99524  1.79472
H  1.50280  -8.82694  3.45527
H  1.75781  -6.37543  3.35514

Forces on the atoms, in the same order (eV/Å):
Ir 0.62 0.08 -0.36
N 0.05 0.03 0.08
C -0.10 -0.15 0.00
S -0.16 0.06 0.02
N 0.19 0.18 0.07
N 0.01 0.08 -0.22
C -0.08 -0.13 -0.06
C 0.08 0.00 0.10
C -0.07 -0.07 -0.02
C 0.07 -0.04 0.09
C 0.11 0.12 -0.07
C -0.16 -0.01 -0.01
C 0.35 -0.09 -0.14
O -0.46 0.47 0.30
H 0.00 -0.02 0.00
H 0.01 0.00 -0.01
H -0.02 0.02 -0.01
H -0.01 0.02 0.00
H -0.01 0.02 0.00
H 0.01 0.01 0.01
H -0.01 0.03 0.06
N 0.01 -0.25 0.05
C 0.13 0.02 0.01
C 0.04 -0.04 0.10
C 0.26 0.12 0.01
N -0.09 -0.22 0.03
C -0.01 -0.09 -0.01
C 0.06 0.04 0.04
N -0.15 -0.10 -0.01
C 0.03 -0.02 -0.03
H 0.00 0.02 0.02
H -0.01 0.10 -0.10
H 0.00 -0.04 -0.02
H 0.08 -0.35 0.01
H 0.00 0.00 -0.02
H 0.02 0.02 0.01
H 0.01 0.05 -0.02
H -0.28 -0.02 -0.16
H -0.06 -0.04 0.18
H 0.00 -0.02 0.00
H 0.01 0.01 0.00
H -0.01 0.08 0.04
H 0.02 0.12 -0.03
H -0.02 -0.01 0.02
H 0.03 -0.05 0.04
H 0.01 -0.01 -0.06
Cl 0.03 0.00 0.03
C 0.04 -0.10 -0.21
C 0.34 0.15 -0.11
O -0.54 0.42 0.04
O -0.38 -0.46 0.38
H 0.03 -0.01 0.01
H 0.02 -0.01 -0.03
C 0.16 -0.03 -0.05
Te -0.15 0.02 0.02
C 0.08 -0.04 0.05
C -0.04 0.00 -0.04
C -0.05 -0.02 0.03
C 0.00 0.01 -0.01
C -0.01 0.01 -0.01
C 0.00 0.02 0.01
C 0.07 0.02 -0.03
H -0.04 0.10 0.04
H -0.03 0.00 0.01
H 0.02 0.02 -0.01
H -0.03 0.00 -0.04
H 0.00 0.00 0.01
H 0.00 0.00 0.00
H 0.00 0.00 0.00
H 0.00 0.00 -0.01

***

No. 2
2 unconnected molecules or ions with the total composition C24H33FN3O10S, computed with ωB97M-V/def2-TZVPD.

Summary:
HOMO energy	-2.613	eV
net charge	-1
Kohn-Sham gap	1.99	eV

Element x y z (Å)
C  -4.98898  -1.74472  1.52150
C  -3.77414  -1.81927  0.93873
C  -3.13791  -0.66932  0.20117
C  -3.27769  -0.95268  -1.28673
O  -4.61059  -0.89759  -1.69477
N  -4.98063  -2.14475  -2.39525
O  -5.68323  -1.91626  -3.27350
N  -2.47591  -0.01032  -2.20496
C  -3.35887  0.94696  -2.90255
C  -3.35622  1.08185  -4.23423
C  -1.48629  0.80173  -1.42683
F  -0.75163  1.50904  -2.32515
C  -0.65585  -0.00660  -0.42340
C  -0.09673  -1.30446  -1.02312
C  0.55245  -1.24994  -2.42095
C  2.01062  -0.77231  -2.46409
C  2.13106  0.65084  -2.93984
O  3.49886  0.92888  -3.27905
C  3.74001  2.18914  -3.66625
C  5.11073  2.66431  -3.30712
O  2.92853  2.87861  -4.26693
N  0.37035  0.91701  -0.00350
C  1.34884  0.36626  0.99211
C  2.80445  0.49336  0.61382
C  -1.66984  -0.38691  0.68726
O  -1.16429  -1.46065  1.45556
C  -1.31206  -1.40253  2.83535
O  -2.04495  -2.21030  3.35657
C  -0.51922  -0.40385  3.59161
C  -0.94263  0.91926  3.77034
C  -0.11737  1.79134  4.48560
C  1.10132  1.35759  5.00723
C  1.50542  0.02663  4.84952
C  0.68783  -0.85156  4.14263
H  -5.12293  -2.21356  2.49042
H  -5.84830  -1.27723  1.05356
H  -3.20883  -2.74145  0.96057
H  -3.75283  0.20108  0.43536
H  -2.92541  -1.96616  -1.48457
H  -2.04341  -0.55569  -2.95428
H  -3.99335  1.55120  -2.27044
H  -3.46501  2.07622  -4.64717
H  -3.31163  0.25755  -4.93712
H  -2.06987  1.53678  -0.86299
H  -0.91142  -2.02943  -1.08653
H  0.62825  -1.75457  -0.35150
H  -0.02932  -0.69602  -3.16376
H  0.57389  -2.28385  -2.76652
H  2.51867  -1.38460  -3.21157
H  2.52017  -0.95646  -1.52147
H  1.51432  0.77547  -3.83336
H  1.75926  1.37848  -2.22275
H  5.41635  3.35357  -4.08855
H  5.02967  3.18984  -2.35818
H  5.80704  1.83456  -3.24453
H  -0.09698  1.69315  0.45770
H  1.22509  0.96412  1.89674
H  1.11964  -0.65651  1.27585
H  3.26748  -0.48812  0.53690
H  3.32293  1.00643  1.41986
H  2.95705  1.08402  -0.29244
H  -1.72734  0.49716  1.32157
H  -1.88183  1.25893  3.34980
H  -0.43378  2.82076  4.60599
H  1.72454  2.07397  5.52523
H  2.44245  -0.32895  5.25331
H  0.99991  -1.88032  4.01378
O  4.24779  -1.63746  2.16107
S  4.14016  -1.14165  3.56884
O  3.26355  -2.06205  4.34961
O  3.48164  0.21598  3.52674
O  5.47698  -1.03397  4.18406

Forces on the atoms, in the same order (eV/Å):
C 0.75 -0.38 -0.17
C -0.79 0.02 0.01
C -0.58 -0.04 -0.93
C 0.01 -1.04 0.43
O 0.00 0.54 -0.14
N 0.33 -0.06 -0.49
O -0.26 -0.05 0.37
N -2.02 -0.31 -0.42
C 0.07 0.32 -1.11
C -0.14 -0.09 0.75
C 0.67 0.65 0.42
F -0.21 -0.43 -0.14
C -0.03 -0.60 -0.47
C 0.01 0.12 -0.86
C 0.36 -0.31 0.44
C 0.09 -0.16 -0.49
C -0.49 0.12 -0.52
O -0.03 0.17 0.73
C -0.76 0.63 -0.99
C -0.08 -0.12 -0.53
O 0.57 -0.71 0.84
N -0.06 -0.46 0.22
C 0.15 0.68 0.65
C 0.38 0.25 -0.46
C 0.06 0.12 0.81
O -0.04 0.00 -0.80
C -1.14 -0.58 1.33
O 0.69 0.44 -0.65
C 0.55 0.27 0.12
C 0.34 -0.17 -0.12
C 0.06 -0.24 -0.22
C -0.66 -0.15 -0.17
C -0.19 0.51 0.26
C -0.68 0.08 -0.02
H -0.47 -1.09 -0.56
H 0.33 1.28 0.57
H 0.62 0.35 1.16
H 0.08 0.18 -0.16
H 0.29 0.06 -0.10
H 0.58 -0.01 0.34
H 0.84 0.56 0.36
H -1.19 -0.12 -0.06
H 1.29 0.00 0.04
H -0.20 -0.07 -0.09
H -0.06 -0.09 0.18
H -0.05 0.11 0.23
H -0.07 0.09 -0.03
H -0.16 -0.08 -0.04
H 0.13 -0.02 -0.01
H -0.03 0.17 0.13
H 0.06 0.01 -0.15
H 0.23 0.00 0.25
H 0.14 0.17 0.11
H 0.17 -0.05 0.11
H 0.05 -0.01 0.24
H 0.13 0.10 -0.10
H -0.18 -0.24 0.11
H -0.08 0.04 -0.05
H 0.28 0.07 0.05
H 0.16 -0.29 0.11
H -0.17 -0.04 -0.20
H -0.07 0.10 0.15
H -0.12 0.07 0.11
H 0.02 0.04 0.07
H 0.13 -0.12 0.03
H -0.42 -0.10 0.13
H 0.25 0.09 0.02
O -0.12 -0.01 0.29
S 0.56 -0.33 -0.83
O 0.16 0.02 0.03
O 0.26 0.05 -0.14
O -0.29 0.03 0.00

***

No. 3
A molecular structure, C24H33GeIrN2OSe, computed with ωB97M-V/def2-TZVPD.

Summary:
HOMO energy	-14.280	eV
net charge	+2
Kohn-Sham gap	7.39	eV

Element x y z (Å)
Ir  0.62038  -0.14320  -0.69189
C  4.56971  -1.41563  -1.87047
C  5.17056  -1.62786  -0.63814
C  4.44813  -1.42778  0.52438
C  3.12755  -0.99047  0.44570
C  2.53376  -0.74308  -0.79432
C  3.25235  -0.97330  -1.95761
C  2.21814  -0.86250  1.56551
C  2.56814  -1.10894  2.90787
C  1.60934  -1.06657  3.87163
C  0.26266  -0.81844  3.51621
C  -0.77489  -0.82698  4.47362
C  -2.07428  -0.62526  4.09645
C  -2.37584  -0.41616  2.74028
C  -1.38873  -0.39374  1.78769
C  -0.04865  -0.57705  2.16143
N  0.96265  -0.55548  1.22453
H  5.13071  -1.59978  -2.77726
H  6.19636  -1.96438  -0.58646
H  4.91017  -1.63107  1.48077
H  2.80970  -0.83232  -2.93568
H  3.59702  -1.33210  3.14307
H  1.85817  -1.24693  4.90921
H  -0.51823  -1.00516  5.50921
H  -2.86668  -0.63338  4.83080
H  -3.40459  -0.26362  2.44007
H  -1.65158  -0.23780  0.75151
C  -0.05818  -3.48052  -0.67200
N  -1.47350  -3.25617  -0.96656
C  -2.40751  -4.38657  -0.81772
C  -1.90554  -2.06108  -1.29594
C  -3.34682  -1.80546  -1.59204
O  -1.11806  -1.05593  -1.36973
H  0.13331  -4.54882  -0.68293
H  0.19786  -3.09231  0.31599
H  0.57014  -3.01541  -1.43079
H  -1.84321  -5.25531  -0.49743
H  -2.88526  -4.61596  -1.76787
H  -3.16185  -4.16429  -0.06555
H  -3.88246  -2.67794  -1.95077
H  -3.41322  -1.00169  -2.32120
H  -3.82731  -1.46450  -0.67035
C  -2.56455  2.84491  0.41177
Ge  -1.31471  3.65491  -0.83926
C  -1.51899  5.58605  -0.86621
C  -1.50247  2.86867  -2.62183
C  0.55082  3.39557  -0.15031
Se  1.80086  1.91841  -0.47252
C  2.03493  2.22679  -2.38693
H  -3.58891  3.03926  0.09508
H  -2.43586  3.25767  1.41215
H  -2.42402  1.76962  0.46687
H  -2.51711  5.85112  -1.21225
H  -0.79444  6.05283  -1.53293
H  -1.38526  6.00151  0.13210
H  -2.52033  3.03003  -2.97729
H  -1.32422  1.78983  -2.61658
H  -0.83531  3.33445  -3.34686
H  0.58619  3.54521  0.93041
H  1.17999  4.18375  -0.58019
H  1.21598  2.85073  -2.73147
H  2.04089  1.28483  -2.92673
H  2.99613  2.71480  -2.53019

Forces on the atoms, in the same order (eV/Å):
Ir -0.13 0.07 -0.06
C -0.01 0.00 -0.07
C 0.02 0.00 0.07
C 0.01 -0.02 -0.01
C 0.00 0.03 -0.06
C -0.16 -0.17 -0.32
C -0.06 0.04 0.03
C 0.13 -0.07 0.17
C -0.08 0.02 0.00
C 0.04 0.00 -0.09
C -0.02 0.01 0.07
C -0.06 0.00 -0.05
C 0.09 -0.02 0.02
C 0.00 0.02 -0.05
C -0.14 0.08 0.05
C -0.10 0.04 0.09
N -0.05 -0.03 0.00
H -0.02 0.01 -0.01
H 0.00 -0.01 0.00
H 0.00 0.01 0.01
H -0.04 0.02 -0.04
H 0.00 0.00 0.04
H 0.01 0.01 0.02
H -0.01 0.00 0.03
H -0.01 0.00 0.01
H 0.00 0.00 0.01
H 0.02 0.05 0.03
C 0.07 -0.06 -0.03
N -0.05 0.06 0.04
C 0.01 0.01 0.00
C -0.07 -0.03 -0.12
C 0.01 0.03 0.04
O 0.36 -0.28 0.12
H -0.01 0.01 -0.01
H 0.02 0.02 -0.02
H -0.01 0.02 0.04
H -0.01 0.00 0.02
H 0.00 -0.02 0.01
H -0.01 -0.01 -0.02
H 0.02 0.00 -0.02
H 0.00 0.00 0.01
H -0.02 -0.02 -0.01
C 0.04 -0.01 0.03
Ge -0.05 -0.02 -0.12
C 0.09 0.00 -0.02
C 0.05 -0.03 0.05
C 0.43 -0.07 -0.03
Se -0.07 0.14 -0.02
C 0.08 0.13 0.01
H 0.00 0.03 -0.04
H 0.01 0.01 0.01
H -0.03 -0.11 0.01
H -0.03 -0.02 0.00
H 0.00 0.00 -0.01
H 0.00 0.00 0.01
H -0.03 -0.01 0.04
H 0.01 0.00 -0.01
H -0.01 0.00 0.00
H -0.06 -0.05 0.00
H -0.18 0.16 0.08
H 0.05 0.01 0.02
H 0.00 -0.07 0.06
H -0.04 0.05 0.01

***

Computed max |F|, in the same sequence as the records: 0.73 2.08 0.47 eV/A.